1.
# C11H17K3N4O7

A structure of composition C11H17K3N4O7 in a non-equilibrium geometry (wB97M-V/def2-TZVPD, OMol25).

XYZ file:
```
42
Properties=species:S:1:pos:R:3:mulliken_charge:R:1
K 5.3888 -24.0462 -10.7345 0.991
K 7.4929 -26.5055 -13.2081 0.976
K 8.5198 -30.3700 -12.0902 1.019
O 4.8839 -28.5200 -9.6046 -0.319
C 5.6606 -28.0629 -10.5969 0.488
O 6.4057 -28.8376 -11.2291 -0.641
O 5.6141 -26.8494 -10.9058 -0.687
H 4.5510 -27.6326 -9.4519 -0.004
C 6.5778 -31.1781 -8.8425 -0.283
N 6.8343 -32.4607 -8.0616 0.880
O 5.8630 -33.1427 -7.6575 -0.459
O 7.9740 -32.7426 -7.7360 -0.549
H 6.5936 -30.3247 -8.1647 0.265
H 5.5160 -31.1816 -9.0888 0.293
H 7.2335 -31.2220 -9.7122 -0.191
C 4.7038 -25.5936 -5.5982 -0.860
N 4.3112 -26.1223 -6.9762 0.892
O 3.1176 -26.4238 -7.1503 -0.450
O 5.2208 -26.1740 -7.7583 -0.534
H 4.5561 -26.4045 -4.8850 0.393
H 3.9768 -24.8147 -5.3684 0.318
H 5.6674 -25.0880 -5.6621 0.278
N 2.7206 -26.0811 -11.3382 0.151
C 2.7791 -25.0860 -12.2443 -0.998
C 2.0767 -24.0417 -11.7467 -0.374
C 1.6175 -24.3592 -10.4928 -0.398
C 1.9843 -25.6805 -10.2357 -0.368
H 3.2581 -26.9294 -11.4463 0.237
H 3.3989 -25.1889 -13.1227 0.462
H 1.8240 -23.1338 -12.2741 0.452
H 1.0450 -23.7720 -9.7901 0.456
H 1.6740 -26.3083 -9.4134 0.448
N 4.5221 -29.3803 -6.7392 0.465
C 5.0757 -29.0735 -5.5368 -0.510
C 4.9054 -30.1788 -4.7149 -0.944
C 4.3410 -31.2076 -5.4343 -0.385
C 4.0254 -30.6780 -6.6619 -0.764
H 4.5192 -28.7485 -7.5272 0.204
H 5.6080 -28.1408 -5.4220 0.695
H 5.2336 -30.2636 -3.6895 0.411
H 4.1440 -32.1947 -5.0429 0.459
H 3.5732 -31.1452 -7.5242 0.484
```

Output
* net charge: +2
* HOMO energy: -11.8 eV
* LUMO level: -7.165 eV
* orbital gap: 4.59 eV
* spin multiplicity: 1

2.
# C11H17MgN4O2PS3

A structure of composition C11H17MgN4O2PS3 in a non-equilibrium geometry (wB97M-V/def2-TZVPD, OMol25).

XYZ file:
```
39
Properties=species:S:1:pos:R:3:mulliken_charge:R:1
Mg 1.3887 -0.0685 0.4593 -0.027
N 4.2379 -0.8626 3.7447 -0.524
C 3.5189 -0.7369 2.5602 0.512
S 1.9207 -1.4164 2.5381 -0.623
N 4.1303 -0.1296 1.5909 -1.258
N 3.3639 0.1093 0.4935 1.225
C 3.9533 0.4492 -0.6411 -0.522
C 3.1300 0.6963 -1.7494 0.551
C 3.6260 1.0437 -3.0343 -0.994
C 2.7591 1.3138 -4.0518 -0.127
C 1.3652 1.2485 -3.8098 -0.856
C 0.9460 0.8704 -2.5544 0.097
N 1.7650 0.5733 -1.5428 -0.240
H 4.0363 -1.7040 4.2599 0.218
H 5.2224 -0.6765 3.6163 0.260
H 5.0346 0.5284 -0.7097 0.299
H 4.6982 1.0872 -3.1867 0.325
H 3.1264 1.5728 -5.0381 0.397
H 0.6489 1.4752 -4.5870 0.366
H -0.1122 0.7899 -2.3349 0.304
C -4.1784 0.9843 -1.7790 -1.292
C -3.8034 0.1687 -0.5536 -0.083
O -2.8131 0.8725 0.1828 -0.343
P -1.4110 0.2478 0.7133 0.889
S -0.8591 -1.2389 -0.4896 -0.486
S -0.2887 1.8191 1.0804 -0.514
O -1.7830 -0.3476 2.1765 -0.292
C -2.4049 -1.6149 2.4049 -0.233
C -3.7632 -1.4127 3.0542 -1.091
H -5.0950 0.5974 -2.2276 0.388
H -3.3787 0.9481 -2.5190 0.258
H -4.3332 2.0221 -1.4841 0.309
H -3.4243 -0.8135 -0.8443 0.360
H -4.6777 0.0313 0.0898 0.211
H -1.7401 -2.1795 3.0607 0.343
H -2.4996 -2.1666 1.4707 0.330
H -3.6510 -0.9425 4.0318 0.292
H -4.2676 -2.3735 3.1717 0.362
H -4.3875 -0.7654 2.4374 0.210
```

Output
* net charge: -1
* HOMO energy (spin up / spin down): -2.2 / -4.2 eV
* LUMO level (spin up / spin down): 2.807 / 2.803 eV
* orbital gap (spin up / spin down): 4.99 / 6.99 eV
* spin multiplicity: 2

3.
# C11H17N2

A cluster of 2 separate species, C11H17N2 in total in a non-equilibrium geometry (wB97M-V/def2-TZVPD, OMol25).

XYZ file:
```
30
Properties=species:S:1:pos:R:3:mulliken_charge:R:1
C -1.5929 2.9897 -0.9142 -1.462
C 1.3479 0.7546 -0.2427 -0.185
C 0.2326 1.5116 0.2320 1.061
C -0.4645 2.0492 -0.9139 0.709
C 0.1412 1.4500 -1.9655 -0.798
C 2.2338 0.2075 0.6783 -0.973
C 1.9427 0.3459 2.0555 -0.497
C 0.0511 1.7257 1.6180 -0.370
C 0.8799 1.1346 2.5205 -0.764
N 1.1841 0.6154 -1.6286 0.034
H 2.0325 0.3340 -2.0862 0.276
H 3.2579 -0.0833 0.4688 0.361
H -0.0684 1.4770 -3.0701 0.384
H 2.5793 -0.2754 2.6839 0.448
H -0.7654 2.3566 1.9491 0.359
H -1.3562 3.9630 -1.3294 0.331
H -2.0216 3.1472 0.0720 0.342
H 0.7310 1.3525 3.5760 0.421
H -2.4311 2.7213 -1.5621 0.340
C -0.2378 -2.4609 0.2478 0.123
C -0.4869 -3.6511 -0.6694 -1.191
N -1.3297 -1.4609 -0.0877 -0.258
H -0.1468 -2.6903 1.3153 0.348
H 0.7136 -1.9233 -0.0020 0.024
H 0.1299 -3.5615 -1.5595 0.332
H -1.5826 -3.8289 -0.7972 0.349
H -1.0575 -0.7502 -0.7704 0.149
H -2.1901 -1.9379 -0.3673 0.412
H -1.6528 -0.9520 0.7622 0.371
H -0.0731 -4.5602 -0.2133 0.327
```

Output
* net charge: +1
* HOMO energy: -11.2 eV
* LUMO level: -3.104 eV
* orbital gap: 8.11 eV
* spin multiplicity: 1

4.
# C11H17N3

The molecule C11H17N3 in a non-equilibrium geometry (wB97M-V/def2-TZVPD, OMol25).

XYZ file:
```
31
Properties=species:S:1:pos:R:3:mulliken_charge:R:1
C 1.1169 -0.7606 3.2106 -1.073
N 0.3130 -0.8765 2.0470 -0.041
C 1.2118 -1.0412 0.9169 -0.713
C 0.7008 -1.9983 -0.1575 -0.437
C -0.7350 -1.6662 -0.6421 -1.156
N -1.0649 -0.2833 -0.3672 0.111
C -0.6384 0.6838 -1.2832 1.326
C -0.0443 0.3543 -2.4957 -0.766
C 0.2777 1.3548 -3.3573 -0.346
C 0.1240 2.7060 -3.0296 -0.441
N -0.3937 3.0777 -1.8872 -0.602
C -0.7468 2.1045 -1.0505 -0.396
C -1.6482 0.0924 0.9103 -1.261
C -0.5320 0.3491 1.9870 -0.573
H 1.7475 0.1819 3.1431 0.394
H 1.8097 -1.6627 3.4009 0.319
H 0.4396 -0.6251 4.1020 0.319
H 1.3867 -0.0494 0.4181 0.224
H 2.2035 -1.3609 1.2532 0.566
H 1.3874 -1.8127 -1.0761 0.222
H 0.7845 -3.0370 0.1026 0.463
H -1.4742 -2.3195 -0.1641 0.361
H -0.8978 -1.8086 -1.7464 0.436
H 0.2535 -0.6542 -2.6713 0.216
H 0.7231 1.0981 -4.3243 0.347
H 0.4002 3.5493 -3.6911 0.332
H -1.1526 2.4699 -0.1335 0.415
H -2.3765 0.9320 0.7414 0.472
H -2.3031 -0.7209 1.2285 0.374
H -0.9583 0.5214 2.9799 0.523
H 0.0860 1.2021 1.6357 0.385
```

Output
* HOMO energy: -7.7 eV
* LUMO level: 0.925 eV
* SMILES string: CN1CCCN(c2cccnc2)CC1
* orbital gap: 8.66 eV
* spin multiplicity: 1

E? In order: -2974.24617, -2535.14796, -538.60892, -593.56981 a.u..